Entry 1:
138
Properties=species:S:1:pos:R:3:lowdin_charge:R:1 method="wB97M-V/def2-TZVPD" total_charge=0 e_tot_ev=-91420.1075 gap_ev=10.7 spin_multiplicity=1 lumo_energy_ev=0.2
O -1.42 2.57 -3.10 0.152
O -5.80 0.22 -3.79 0.093
O 9.66 4.43 -1.21 0.036
O -5.10 -1.50 -2.56 0.058
O -4.45 -5.41 4.39 0.002
O 1.87 1.43 -0.96 -0.017
O -4.47 0.44 -1.97 -0.006
O -1.00 -2.60 4.16 0.016
O 0.84 -2.81 2.83 0.107
O 0.09 0.30 -1.26 0.023
O -2.46 -5.35 5.49 0.128
O 8.71 2.82 -0.21 0.018
O -0.08 -0.85 3.31 -0.032
O -0.22 2.87 -4.97 0.016
O 9.51 4.53 1.02 0.139
O -2.63 -5.83 3.31 -0.002
O -0.75 4.57 -3.69 0.027
O -0.15 2.36 -0.55 0.113
N -1.10 -1.77 -4.64 0.179
N 4.00 -1.25 0.51 0.138
N -3.29 1.14 1.46 0.159
N 3.68 -2.37 -3.48 0.133
N -5.08 -2.42 -6.38 0.147
N 5.07 3.26 2.77 0.132
N 0.28 5.31 3.19 0.128
N -6.95 -4.14 1.35 0.121
C -4.34 -3.76 1.25 -0.045
C -4.54 1.86 -2.06 -0.031
C 8.16 2.26 0.99 -0.022
C -6.02 -2.42 -3.27 -0.192
C 4.60 2.41 3.41 -0.254
C -1.75 -1.71 5.13 -0.163
C -1.15 -5.75 3.18 0.029
C 0.59 -0.07 2.31 -0.002
C 5.59 -0.87 -2.45 -0.048
C -1.04 -3.92 -3.20 -0.056
C 1.38 1.05 -4.50 -0.033
C 4.04 1.19 4.05 -0.045
C -1.41 0.13 -1.30 -0.143
C -2.46 3.62 1.26 -0.056
C -4.50 -1.43 -6.20 -0.298
C 9.30 3.98 -0.01 -0.649
C 2.71 5.70 4.09 -0.056
C -1.85 -1.00 -0.41 -0.066
C -5.82 -3.89 1.34 -0.257
C -3.02 -1.26 4.58 -0.079
C -3.09 -5.55 4.50 -0.639
C -5.77 -3.82 -2.89 -0.057
C 1.33 5.57 3.59 -0.265
C -0.86 3.27 -3.81 -0.628
C -5.17 -5.39 5.66 -0.167
C 4.47 -1.77 -2.93 -0.256
C 2.03 -2.64 -0.50 -0.067
C -3.84 -0.18 -6.18 -0.058
C 0.01 1.43 -5.05 -0.199
C -1.16 -2.69 -3.96 -0.240
C -2.85 2.20 1.42 -0.249
C -5.20 -0.25 -2.85 -0.639
C 0.54 1.47 -0.94 -0.696
C 11.84 5.60 -1.06 -0.065
C 2.53 2.54 -0.41 -0.040
C 3.16 -1.94 0.08 -0.273
C -0.05 -2.16 3.35 -0.605
C -6.53 -4.64 5.58 -0.043
C -1.27 5.14 -2.46 0.001
C 10.32 5.70 -1.19 -0.208
H -1.56 3.86 1.89 0.060
H -4.39 0.49 -5.44 0.100
H 1.42 -1.82 -0.92 0.077
H 3.33 5.16 3.40 0.038
H -4.04 0.25 -7.14 0.083
H 2.96 1.26 3.80 0.069
H -0.70 -5.08 3.87 0.065
H -4.01 -2.75 1.47 0.068
H 2.32 2.76 0.65 0.084
H -1.05 -5.35 2.20 0.078
H 7.33 2.83 1.35 0.058
H -3.66 -0.74 5.29 0.092
H -2.79 -0.39 -6.02 0.048
H 3.03 6.71 4.31 0.078
H -3.53 -2.12 4.16 0.078
H 1.41 -3.19 0.26 0.087
H -5.86 -3.94 -1.82 0.061
H 6.12 -1.37 -1.68 0.058
H -2.94 -0.59 3.74 0.054
H -5.82 -2.30 -4.34 0.059
H 4.16 1.21 5.16 0.097
H 2.41 -3.30 -1.24 0.048
H 0.60 -0.60 1.34 0.082
H -1.11 -0.83 5.37 0.135
H 8.93 2.41 1.75 0.105
H -4.51 -4.94 6.43 0.122
H -1.97 -2.44 5.93 0.133
H -7.29 -5.12 5.06 0.049
H -0.09 1.26 -6.13 0.130
H -0.55 5.08 -1.64 0.099
H 4.49 0.39 3.49 0.069
H 12.20 4.76 -1.62 0.059
H -4.01 -3.94 0.22 0.075
H 0.04 -4.17 -3.00 0.103
H 10.02 6.16 -2.12 0.117
H 9.89 6.27 -0.35 0.120
H -0.76 0.95 -4.45 0.082
H -3.85 -4.41 1.97 0.045
H -0.73 -6.76 3.21 0.105
H -4.76 -4.10 -3.20 0.080
H -2.21 4.68 -2.26 0.077
H 1.67 -0.08 2.54 0.083
H -1.54 -4.74 -3.68 0.070
H 2.66 5.23 5.08 0.087
H 3.57 2.30 -0.44 0.082
H -6.46 -4.48 -3.40 0.087
H -1.30 -1.92 -0.45 0.061
H 12.24 5.35 -0.04 0.091
H 2.17 1.50 -5.01 0.056
H -1.40 -3.81 -2.17 0.072
H -5.16 2.29 -1.25 0.108
H -6.49 -3.67 5.10 0.079
H -5.33 -6.44 5.92 0.123
H 5.10 -0.05 -1.99 0.049
H -2.24 3.91 0.22 0.060
H 1.39 1.29 -3.42 0.072
H -2.88 -1.14 -0.54 0.041
H -1.86 -0.63 0.68 0.068
H -7.05 -2.07 -3.13 0.139
H -4.80 2.26 -3.03 0.090
H 6.23 -0.50 -3.23 0.078
H -1.67 -0.17 -2.34 0.109
H -1.75 1.18 -1.20 0.088
H -3.34 4.18 1.62 0.090
H -1.40 6.15 -2.76 0.086
H 0.10 0.89 2.34 0.103
H -6.85 -4.50 6.55 0.047
H 7.84 1.29 0.74 0.078
H -3.50 2.15 -1.95 0.059
H 12.29 6.55 -1.43 0.089
H 1.46 -0.02 -4.58 0.067
H 2.13 3.47 -0.89 0.116


Entry 2:
140
Properties=species:S:1:pos:R:3:lowdin_charge:R:1 method="wB97M-V/def2-TZVPD" total_charge=0 e_tot_ev=-293364.9505 gap_ev=9.7 spin_multiplicity=1 lumo_energy_ev=0.3
Cl -5.54 0.33 4.08 0.573
Cl -0.91 0.65 -4.77 0.613
Cl -1.09 -1.69 5.33 0.590
Cl -3.01 1.02 6.85 0.574
Cl -6.21 1.97 -6.83 0.533
Cl -3.37 -1.69 -4.62 0.578
Cl 2.66 -3.03 4.34 0.579
Cl 2.35 5.06 5.33 0.601
Cl 1.47 -5.88 5.86 0.538
Cl 6.45 1.40 -2.09 0.666
Cl -3.38 1.01 -8.48 0.528
Cl -4.96 -3.30 -8.97 0.572
Cl -3.14 -2.31 2.67 0.626
Cl -0.65 3.73 6.21 0.580
Cl -6.84 -2.43 5.58 0.566
Cl -2.74 -4.96 -10.94 0.542
Cl 8.97 -0.13 -3.82 0.538
Cl -4.30 0.56 9.96 0.539
S -2.40 2.57 0.14 0.588
F 0.92 -1.37 -1.37 0.027
O 0.55 -1.62 1.76 0.059
O -3.64 3.28 0.09 -0.264
O -1.41 3.41 1.05 -0.128
O 0.22 -3.50 0.61 0.166
O -1.82 2.30 -1.15 -0.305
N 1.20 0.57 2.56 0.051
C 0.54 -4.72 4.87 -0.681
C -2.56 -0.90 -3.24 -0.640
C -2.30 1.56 8.39 -0.673
C 4.80 -0.93 1.03 -0.164
C -2.57 0.59 9.51 -0.659
C -5.93 0.43 -7.69 -0.665
C -0.16 0.35 0.63 -0.093
C 2.26 -0.63 0.56 -0.115
C -2.87 -1.92 5.36 -0.675
C 7.04 1.80 -3.73 -0.628
C 2.47 1.83 -4.01 -0.207
C 0.22 5.04 7.05 -0.651
C 2.30 -0.71 -3.86 -0.220
C 7.49 0.59 -4.50 -0.665
C 0.76 -2.44 0.70 -0.387
C 5.40 0.43 1.43 -0.184
C 1.74 2.99 2.97 -0.110
C 1.75 -1.78 -0.30 -0.307
C -4.18 -4.07 -11.48 -0.668
C 2.72 -2.72 -0.96 -0.084
C 1.36 -4.12 3.75 -0.637
C 1.01 -0.29 1.41 -0.400
C -7.70 -1.28 4.52 -0.644
C 0.98 5.92 6.09 -0.641
C -3.34 -2.92 4.34 -0.625
C 3.58 -2.03 -2.05 -0.171
C 2.45 2.91 -2.93 -0.240
C -6.81 -0.74 3.43 -0.643
C -1.44 0.26 1.47 -0.200
C 3.36 -1.21 1.48 -0.136
C -2.20 0.53 -3.54 -0.629
C 2.95 -2.04 -3.45 -0.180
C 4.57 2.29 -0.29 0.005
C -4.45 -2.86 -10.63 -0.645
C 1.50 2.58 -1.75 -0.090
C 4.99 1.46 0.46 -0.195
C -4.51 -0.04 -7.58 -0.692
C -2.67 1.02 0.94 -0.212
C 3.15 0.52 -3.55 -0.201
C 2.11 1.69 2.26 -0.237
H -1.82 1.01 -2.64 0.024
H 4.51 -2.60 -2.09 0.115
H -1.68 -1.49 -2.99 0.063
H 1.56 0.06 3.36 0.119
H -2.69 2.55 8.61 0.065
H -3.05 1.10 -3.90 0.077
H -3.25 -0.94 -2.40 0.070
H 0.72 -3.53 3.11 0.038
H 3.71 -2.29 -4.19 0.107
H -2.80 -3.86 4.41 0.065
H -5.26 -2.27 -11.06 0.075
H -0.52 5.63 7.58 0.075
H 5.42 -1.70 1.49 0.119
H -3.12 -2.27 6.36 0.078
H 1.39 6.77 6.62 0.073
H -1.28 0.52 2.51 0.114
H 2.23 -2.86 -3.48 0.109
H -3.30 1.25 1.80 0.093
H 0.86 1.72 -1.94 0.070
H -1.22 1.64 8.23 0.050
H 2.24 3.83 2.49 0.069
H 1.29 -0.59 -3.48 0.060
H 0.16 -3.95 5.52 -0.001
H 6.72 -0.18 -4.52 0.058
H 4.04 2.96 -0.92 0.011
H 7.72 0.87 -5.53 0.073
H 6.21 2.28 -4.25 0.070
H 3.41 -3.20 -0.26 0.121
H 0.34 6.28 5.29 0.071
H 7.85 2.52 -3.62 0.069
H -4.42 -1.04 -8.00 -0.010
H 2.06 2.94 4.01 0.006
H -4.00 -3.76 -12.50 0.073
H 2.11 3.83 -3.40 0.106
H 4.93 -1.03 -0.05 0.094
H -6.59 -0.31 -7.23 0.072
H 2.18 -0.73 -4.95 0.114
H 1.84 -4.89 3.15 0.077
H -7.40 -0.14 2.74 0.076
H -2.28 -0.42 9.24 0.067
H 2.16 -3.53 -1.43 0.129
H 3.86 -1.03 -1.72 0.073
H -3.57 -2.22 -10.55 0.071
H 3.22 0.61 -2.46 0.078
H -0.34 -0.15 -0.31 0.121
H -3.28 0.45 0.25 0.110
H 2.59 0.16 -0.12 0.138
H -8.53 -1.83 4.07 0.074
H 3.26 -0.84 2.50 0.085
H 0.82 3.43 -1.61 0.072
H -0.50 3.29 0.75 0.077
H -4.40 -3.11 4.48 0.020
H 0.88 4.59 7.78 0.070
H 5.15 0.73 2.45 0.109
H -1.73 -0.79 1.46 0.026
H 4.17 0.42 -3.92 0.096
H 2.04 2.48 -0.81 0.027
H 2.05 1.90 1.19 0.078
H 1.45 1.66 -4.34 0.044
H 6.48 0.33 1.32 0.117
H -8.09 -0.49 5.14 0.070
H 3.04 2.23 -4.85 0.107
H -0.29 -5.27 4.44 0.074
H 0.15 1.37 0.40 0.081
H 0.65 3.13 2.98 0.062
H -6.32 -1.53 2.87 0.058
H 3.27 -2.29 1.57 0.091
H -6.23 0.56 -8.72 0.065
H -4.18 -0.07 -6.54 -0.001
H -3.33 -0.95 5.21 -0.040
H 3.13 1.45 2.56 0.095
H -5.02 -4.75 -11.47 0.067
H 3.45 3.13 -2.54 0.069
H -2.02 0.89 10.40 0.073